--- i ---
The following is a DFT calculation (ωB97M-V/def2-TZVPD) of 3 unconnected molecules or ions with the total composition H7NO2.

Geometry as ORCA input:
```
! wB97M-V def2-TZVPD RIJCOSX def2/J DEFGRID3
* xyz 0 1
N -0.09 1.08 -0.06
H -0.17 0.07 -0.12
H 0.76 1.35 -0.54
H -0.90 1.49 -0.51
O -1.72 -2.88 -1.84
H -1.34 -3.12 -0.99
H -1.04 -2.96 -2.51
O 1.84 1.86 2.19
H 1.17 1.80 1.49
H 1.50 1.31 2.90
*
```

Its SMILES is N.O.O.

These are the natural (NBO) partial charges, in e, on atoms 1 to 8: atom 1 (N): -1.09, atom 2 (H): 0.37, atom 3 (H): 0.37, atom 4 (H): 0.37, atom 5 (O): -0.94, atom 6 (H): 0.47, atom 7 (H): 0.47, atom 8 (O): -0.96

---

--- ii ---
The following is a DFT calculation (ωB97M-V/def2-TZVPD) of 3 unconnected molecules or ions with the total composition H7NO2.

Geometry as ORCA input:
```
! wB97M-V def2-TZVPD RIJCOSX def2/J DEFGRID3
* xyz 0 1
N -1.99 2.04 0.27
H -1.80 1.71 1.22
H -2.63 2.83 0.40
H -2.59 1.32 -0.13
O 0.08 -3.25 -0.07
H 0.85 -3.33 -0.64
H 0.38 -2.66 0.64
O 2.28 0.40 -0.29
H 3.02 1.01 -0.26
H 2.40 -0.06 -1.13
*
```

Its SMILES is N.O.O.

These are the natural (NBO) partial charges, in e, on atoms 1 to 8: atom 1 (N): -1.05, atom 2 (H): 0.35, atom 3 (H): 0.35, atom 4 (H): 0.35, atom 5 (O): -0.94, atom 6 (H): 0.47, atom 7 (H): 0.47, atom 8 (O): -0.93

---

Which structure is most stable? i, by 21.2 kJ/mol over the runner-up.

---

--- i ---
The following is a DFT calculation (ωB97M-V/def2-TZVPD) of 3 unconnected molecules or ions with the total composition C3H11NO4.

Geometry as ORCA input:
```
! wB97M-V def2-TZVPD RIJCOSX def2/J DEFGRID3
* xyz 0 1
O -2.28 -0.49 -0.38
C -1.49 0.36 -0.02
N -1.11 0.52 1.28
C 0.20 1.08 1.58
C 1.31 0.05 1.83
O 2.40 0.16 0.90
H -1.06 1.07 -0.75
H -1.30 -0.30 1.84
H 0.66 1.86 0.98
H 0.08 1.57 2.55
H 1.84 0.21 2.76
H 0.98 -0.97 1.79
H 2.08 0.05 -0.01
O -1.51 0.53 -2.95
H -1.90 -0.16 -2.39
H -1.03 0.03 -3.62
O 0.92 -1.58 -1.91
H 0.12 -1.49 -1.38
H 1.08 -2.51 -2.11
*
```

Its SMILES is O=CNCCO.O.O.

These are the natural (NBO) partial charges, in e, on atoms 1 to 8: atom 1 (O): -0.63, atom 2 (C): 0.51, atom 3 (N): -0.60, atom 4 (C): -0.28, atom 5 (C): -0.08, atom 6 (O): -0.72, atom 7 (H): 0.15, atom 8 (H): 0.39

---

--- ii ---
The following is a DFT calculation (ωB97M-V/def2-TZVPD) of 3 unconnected molecules or ions with the total composition C3H11NO4.

Geometry as ORCA input:
```
! wB97M-V def2-TZVPD RIJCOSX def2/J DEFGRID3
* xyz 0 1
N -0.88 0.59 -0.41
C -0.05 0.21 0.58
O -0.11 -0.89 1.11
C 1.24 1.02 1.09
C 1.27 2.40 0.47
O 0.03 3.10 0.62
H -1.44 -0.19 -0.69
H -0.94 1.54 -0.72
H 1.02 1.05 2.15
H 2.08 0.36 0.88
H 2.03 2.96 1.05
H 1.36 2.46 -0.63
H -0.53 2.72 1.29
O 1.03 -6.48 0.75
H 0.72 -7.00 -0.01
H 0.76 -5.59 0.54
O -2.85 0.50 -2.57
H -2.14 -0.15 -2.68
H -2.59 1.38 -2.81
*
```

Its SMILES is NC(=O)CCO.O.O.

These are the natural (NBO) partial charges, in e, on atoms 1 to 8: atom 1 (N): -0.84, atom 2 (C): 0.67, atom 3 (O): -0.64, atom 4 (C): -0.52, atom 5 (C): -0.08, atom 6 (O): -0.74, atom 7 (H): 0.41, atom 8 (H): 0.42

---

Which structure is most stable? i, by 6.8 kJ/mol over the runner-up.

---

--- i ---
The following is a DFT calculation (ωB97M-V/def2-TZVPD) of 3 unconnected molecules or ions with the total composition C3H11NO4.

Geometry as ORCA input:
```
! wB97M-V def2-TZVPD RIJCOSX def2/J DEFGRID3
* xyz 0 1
C 0.95 1.08 1.43
N -0.32 0.51 1.07
C -0.49 -0.91 1.07
C 0.21 -1.67 -0.04
O -0.11 -2.72 -0.51
O 1.27 -0.95 -0.46
H 1.54 1.20 0.51
H 1.56 0.29 1.95
H 0.77 2.10 1.83
H -1.04 1.12 0.72
H -1.57 -1.14 0.91
H -0.32 -1.32 2.08
H 1.72 -1.24 -1.29
O -2.94 0.32 -0.16
H -2.46 -0.36 -0.66
H -3.52 0.75 -0.82
O 1.67 3.10 -1.88
H 0.76 2.91 -1.59
H 1.89 2.28 -2.34
*
```

Its SMILES is CNCC(=O)O.O.O.

These are the natural (NBO) partial charges, in e, on atoms 1 to 8: atom 1 (C): -0.41, atom 2 (N): -0.67, atom 3 (C): -0.34, atom 4 (C): 0.78, atom 5 (O): -0.59, atom 6 (O): -0.71, atom 7 (H): 0.18, atom 8 (H): 0.20

---

--- ii ---
The following is a DFT calculation (ωB97M-V/def2-TZVPD) of 3 unconnected molecules or ions with the total composition C3H11NO4.

Geometry as ORCA input:
```
! wB97M-V def2-TZVPD RIJCOSX def2/J DEFGRID3
* xyz 0 1
N 0.07 0.08 -0.99
C 0.26 -0.49 0.28
O 0.47 -1.68 0.38
C 0.65 0.48 1.37
C 0.96 1.92 0.93
O -0.24 2.72 0.85
H 0.18 -0.66 -1.67
H -0.73 0.69 -1.08
H -0.14 0.65 2.10
H 1.51 0.10 1.92
H 1.52 2.39 1.74
H 1.51 1.91 -0.01
H -0.44 2.83 -0.08
O 0.98 -5.68 0.39
H 0.11 -5.73 -0.02
H 0.88 -4.89 0.93
O -2.19 1.57 -2.29
H -2.33 2.27 -2.93
H -3.03 1.52 -1.80
*
```

Its SMILES is NC(=O)CCO.O.O.

These are the natural (NBO) partial charges, in e, on atoms 1 to 8: atom 1 (N): -0.87, atom 2 (C): 0.68, atom 3 (O): -0.60, atom 4 (C): -0.54, atom 5 (C): -0.07, atom 6 (O): -0.73, atom 7 (H): 0.40, atom 8 (H): 0.41

---

Which structure is most stable? ii, by 54.4 kJ/mol over the runner-up.

---

--- i ---
The following is a DFT calculation (ωB97M-V/def2-TZVPD) of C7H6N4 in the gas phase.

Geometry as ORCA input:
```
! wB97M-V def2-TZVPD RIJCOSX def2/J DEFGRID3
* xyz 0 1
C -2.12 -1.90 -0.02
C -1.56 -0.53 0.08
N -0.71 -0.04 -0.73
C -0.44 1.31 -0.29
N 0.94 1.61 -0.13
C 1.90 0.96 -0.46
C 3.03 0.35 -0.71
C 3.60 -0.46 0.29
N 4.07 -1.11 1.11
C -1.30 1.41 0.96
N -1.97 0.34 1.12
H -2.62 -2.16 0.91
H -2.84 -1.94 -0.83
H -1.33 -2.61 -0.24
H -0.85 2.01 -1.04
H 3.58 0.50 -1.62
H -1.38 2.26 1.60
*
```

Its SMILES is CC1=N[C@H](N=C=CC#N)C=N1.

These are the natural (NBO) partial charges, in e, on atoms 1 to 8: atom 1 (C): -0.67, atom 2 (C): 0.41, atom 3 (N): -0.45, atom 4 (C): -0.01, atom 5 (N): -0.39, atom 6 (C): 0.54, atom 7 (C): -0.55, atom 8 (C): 0.27

---

--- ii ---
The following is a DFT calculation (ωB97M-V/def2-TZVPD) of C7H6N4 in the gas phase.

Geometry as ORCA input:
```
! wB97M-V def2-TZVPD RIJCOSX def2/J DEFGRID3
* xyz 0 1
C -3.39 -0.60 0.01
C -1.94 -0.18 0.02
N -1.74 1.19 0.00
N -0.54 1.67 -0.02
C 0.48 0.79 0.01
C 1.84 1.24 0.02
C 2.83 0.27 0.00
N 2.61 -1.08 0.01
C 1.36 -1.49 0.01
C 0.27 -0.59 -0.03
N -0.98 -1.06 -0.02
H -3.90 -0.16 -0.85
H -3.48 -1.68 -0.04
H -3.87 -0.27 0.94
H 2.04 2.31 -0.05
H 3.85 0.57 0.00
H 1.16 -2.54 -0.05
*
```

Its SMILES is Cc1nnc2ccncc2n1.

These are the natural (NBO) partial charges, in e, on atoms 1 to 8: atom 1 (C): -0.65, atom 2 (C): 0.37, atom 3 (N): -0.20, atom 4 (N): -0.13, atom 5 (C): 0.07, atom 6 (C): -0.21, atom 7 (C): 0.00, atom 8 (N): -0.38

---

--- iii ---
The following is a DFT calculation (ωB97M-V/def2-TZVPD) of C7H6N4 in the gas phase.

Geometry as ORCA input:
```
! wB97M-V def2-TZVPD RIJCOSX def2/J DEFGRID3
* xyz 0 1
C -1.60 0.52 -0.04
C 1.16 1.66 -0.52
C -2.53 -0.19 0.67
C 2.31 1.66 -1.21
C -0.44 -0.24 -0.06
C 0.74 0.28 -0.57
C 0.00 -2.31 1.26
N -2.09 -1.35 1.05
N 2.48 0.49 -1.81
N -0.80 -1.45 0.69
N 1.62 -0.32 -1.39
H -1.86 1.50 -0.43
H 0.82 2.45 0.01
H -3.59 0.16 0.95
H 3.09 2.44 -1.41
H -0.43 -3.28 1.51
H 1.12 -2.01 1.29
*
```

These are the natural (NBO) partial charges, in e, on atoms 1 to 8: atom 1 (C): -0.33, atom 2 (C): -0.31, atom 3 (C): 0.03, atom 4 (C): -0.07, atom 5 (C): 0.15, atom 6 (C): 0.07, atom 7 (C): -0.03, atom 8 (N): -0.30

---

Which structure is most stable? ii, by 126.2 kJ/mol over the runner-up.

---

--- i ---
The following is a DFT calculation (ωB97M-V/def2-TZVPD) of a gas-phase ion, C7H11N2 (charge +1).

Geometry as ORCA input:
```
! wB97M-V def2-TZVPD RIJCOSX def2/J DEFGRID3
* xyz 1 1
C -3.14 -0.29 0.78
C -1.92 -0.77 0.75
C -0.96 -0.51 -0.33
C -1.02 -0.19 -1.60
N 0.67 -0.52 0.21
C 1.74 -1.25 0.18
N 2.80 -1.70 -0.06
C 0.97 0.74 0.71
C 1.53 1.48 -0.41
H -3.73 -0.56 1.63
H -3.53 0.27 -0.09
H -1.59 -1.32 1.57
H -1.88 -0.08 -2.21
H 0.00 -0.12 -2.09
H 3.52 -2.26 0.28
H 1.55 0.50 1.68
H 0.02 1.28 1.07
H 0.71 1.82 -1.05
H 1.98 2.50 -0.02
H 2.29 0.99 -0.99
*
```

Its SMILES is C=CC(=C)N(C#[NH+])CC.

These are the natural (NBO) partial charges, in e, on atoms 1 to 8: atom 1 (C): -0.27, atom 2 (C): -0.32, atom 3 (C): 0.23, atom 4 (C): -0.38, atom 5 (N): -0.46, atom 6 (C): 0.77, atom 7 (N): -0.51, atom 8 (C): -0.24

---

--- ii ---
The following is a DFT calculation (ωB97M-V/def2-TZVPD) of a gas-phase ion, C7H11N2 (charge +1).

Geometry as ORCA input:
```
! wB97M-V def2-TZVPD RIJCOSX def2/J DEFGRID3
* xyz 1 1
C -1.32 -1.98 1.41
C -0.69 -1.38 0.27
C -0.22 -2.23 -0.79
C -0.33 -0.03 0.25
C -0.46 1.01 1.24
C 0.20 2.04 0.62
N 0.74 1.63 -0.53
C 1.53 2.35 -1.42
N 0.42 0.49 -0.90
H -2.12 -1.42 1.91
H -0.38 -1.91 2.04
H -1.67 -3.04 1.39
H -0.69 -3.24 -0.86
H 0.85 -2.19 -0.83
H -0.44 -1.67 -1.75
H -1.10 1.13 2.09
H 0.45 3.00 0.99
H 2.62 2.20 -1.24
H 1.43 1.87 -2.46
H 1.20 3.37 -1.43
*
```

Its SMILES is CC(C)=C1C=C[N+](C)=N1.

These are the natural (NBO) partial charges, in e, on atoms 1 to 8: atom 1 (C): -0.70, atom 2 (C): 0.39, atom 3 (C): -0.72, atom 4 (C): -0.07, atom 5 (C): -0.18, atom 6 (C): -0.05, atom 7 (N): -0.05, atom 8 (C): -0.44

---

--- iii ---
The following is a DFT calculation (ωB97M-V/def2-TZVPD) of 2 unconnected molecules or ions with the total composition C7H11N2.

Geometry as ORCA input:
```
! wB97M-V def2-TZVPD RIJCOSX def2/J DEFGRID3
* xyz 1 1
C 1.01 2.37 -1.61
C -0.21 1.77 -1.45
C 0.96 1.18 0.25
C -2.17 -0.24 0.60
C -1.16 0.30 0.26
C -3.37 -0.95 1.15
C 1.96 -2.42 0.29
N 1.73 1.97 -0.50
N -0.22 1.07 -0.29
H 1.41 2.93 -2.50
H -0.96 1.74 -2.22
H 1.31 0.65 1.27
H 2.35 -2.40 1.30
H -3.45 -0.49 2.24
H -4.20 -0.56 0.51
H -3.06 -1.94 1.06
H 1.90 -1.42 -0.18
H 2.69 -3.02 -0.37
H 0.93 -2.99 0.30
H 2.54 2.44 -0.12
*
```

These are the natural (NBO) partial charges, in e, on atoms 1 to 8: atom 1 (C): -0.04, atom 2 (C): -0.04, atom 3 (C): 0.28, atom 4 (C): 0.17, atom 5 (C): 0.01, atom 6 (C): -0.68, atom 7 (C): -0.87, atom 8 (N): -0.47

---

Which structure is most stable? ii, by 87.9 kJ/mol over the runner-up.

---

--- i ---
The following is a DFT calculation (ωB97M-V/def2-TZVPD) of a molecular structure, CH4ClOP.

Geometry as ORCA input:
```
! wB97M-V def2-TZVPD RIJCOSX def2/J DEFGRID3
* xyz 0 1
C -0.99 -0.93 -0.04
O 0.74 -0.38 0.35
P 0.86 1.18 0.28
Cl -1.94 0.39 0.36
H -1.15 -1.67 0.60
H -0.81 -1.07 -1.01
H 2.14 1.15 0.57
H 1.15 1.34 -1.11
*
```

Per-atom natural (NBO) charges, elementary charge units: atom 1 (C): -0.07, atom 2 (O): -0.90, atom 3 (P): 0.67, atom 4 (Cl): 0.08, atom 5 (H): 0.20, atom 6 (H): 0.20, atom 7 (H): -0.07, atom 8 (H): -0.11

---

--- ii ---
The following is a DFT calculation (ωB97M-V/def2-TZVPD) of 2 unconnected molecules or ions with the total composition CH4ClOP.

Geometry as ORCA input:
```
! wB97M-V def2-TZVPD RIJCOSX def2/J DEFGRID3
* xyz 0 1
C 0.44 0.61 0.58
O 1.32 -0.05 -0.14
P -2.25 -0.12 -0.87
Cl -2.71 -1.70 0.21
H 0.15 1.64 0.14
H 0.48 0.52 1.63
H 1.31 -1.03 0.05
H -2.12 -0.80 -1.99
*
```

Per-atom natural (NBO) charges, elementary charge units: atom 1 (C): -0.05, atom 2 (O): -0.68, atom 3 (P): 0.32, atom 4 (Cl): -0.29, atom 5 (H): 0.16, atom 6 (H): 0.14, atom 7 (H): 0.49, atom 8 (H): -0.09

---

--- iii ---
The following is a DFT calculation (ωB97M-V/def2-TZVPD) of CH4ClOP in the gas phase.

Geometry as ORCA input:
```
! wB97M-V def2-TZVPD RIJCOSX def2/J DEFGRID3
* xyz 0 1
C -0.25 -0.33 -0.99
P 0.99 0.32 0.28
O 0.20 -0.48 1.46
Cl -0.12 1.99 0.52
H -1.03 0.41 -0.97
H -0.53 -1.30 -0.58
H 0.22 -0.44 -2.00
H 0.52 -0.17 2.27
*
```

Its SMILES is CP(O)Cl.

Per-atom natural (NBO) charges, elementary charge units: atom 1 (C): -0.94, atom 2 (P): 1.06, atom 3 (O): -0.97, atom 4 (Cl): -0.35, atom 5 (H): 0.25, atom 6 (H): 0.24, atom 7 (H): 0.23, atom 8 (H): 0.48

---

Which structure is most stable? iii, by 339.0 kJ/mol over the runner-up.